Record 1
Molecular formula: C35H47CuN5O2Sb
Method: DFT, wB97M-V/def2-TZVPD

Calculated values
Net charge   -1
Molar mass   755.1 g mol⁻¹
HOMO (alpha / beta)   -3.3 / -4.2 eV
Spin multiplicity   2
Energy above the lowest of the compared OMol25 structures with the same formula, charge and spin   87.4 kJ/mol
<S²>   0.76

```
91
C35H47CuN5O2Sb (wB97M-V/def2-TZVPD)
Cu -0.56 -1.23 -1.40
O 0.34 -1.09 5.62
C -0.75 -1.24 5.03
O -1.90 -1.39 5.47
C -0.64 -1.27 3.49
C -1.77 -1.35 2.70
C -1.64 -1.32 1.32
N -0.45 -1.23 0.71
C 0.64 -1.16 1.47
C 0.59 -1.18 2.85
C 1.93 -1.01 0.73
C 3.15 -1.33 1.31
C 4.31 -1.15 0.57
C 4.21 -0.66 -0.72
C 2.94 -0.37 -1.22
N 1.83 -0.53 -0.51
C -2.81 -1.34 0.40
C -4.06 -1.80 0.81
C -5.10 -1.79 -0.11
C -4.86 -1.34 -1.39
C -3.59 -0.92 -1.72
N -2.58 -0.91 -0.85
H -2.73 -1.39 3.20
H 1.47 -1.10 3.48
H 3.19 -1.75 2.31
H 5.27 -1.39 1.00
H 5.08 -0.50 -1.34
H 2.81 -0.01 -2.23
H -4.21 -2.16 1.81
H -6.08 -2.14 0.19
H -5.65 -1.31 -2.14
H -3.34 -0.57 -2.71
N -2.49 2.00 -2.59
N -1.25 1.49 -3.08
H -2.61 2.98 -2.83
H -2.46 1.94 -1.58
H -0.61 2.23 -3.35
H -1.43 0.91 -3.89
C 1.78 2.33 3.10
C 1.95 3.22 1.87
C 2.16 4.67 2.30
Sb 0.38 2.67 0.47
C -1.42 3.56 1.33
C -2.17 2.46 2.08
C -1.29 4.81 2.19
C 0.67 4.06 -1.18
C 1.67 3.41 -2.14
C 1.06 5.51 -0.91
H 2.62 2.45 3.79
H 1.72 1.27 2.85
H 0.87 2.58 3.66
H 2.85 2.89 1.34
H 1.31 5.05 2.86
H 2.33 5.35 1.47
H 3.03 4.74 2.96
H -1.99 3.81 0.43
H -1.62 2.11 2.96
H -2.35 1.58 1.45
H -3.15 2.82 2.43
H -0.82 4.57 3.15
H -2.29 5.21 2.43
H -0.72 5.60 1.72
H -0.32 4.05 -1.65
H 2.66 3.35 -1.68
H 1.79 4.01 -3.06
H 1.38 2.40 -2.42
H 2.09 5.58 -0.58
H 0.43 5.99 -0.16
H 0.99 6.10 -1.84
C -1.47 -4.19 -3.17
C -0.02 -3.70 -2.99
C 0.81 -4.29 -4.15
C 0.00 -2.18 -2.98
C 0.55 -4.16 -1.64
C 1.93 -4.12 -1.41
C 2.46 -4.42 -0.17
C 1.63 -4.76 0.89
C 0.26 -4.80 0.69
C -0.27 -4.51 -0.57
H -1.81 -3.92 -4.17
H -2.14 -3.70 -2.46
H -1.56 -5.28 -3.05
H 0.33 -4.02 -5.09
H 0.88 -5.38 -4.09
H 1.82 -3.88 -4.16
H 0.32 -1.78 -3.95
H 2.59 -3.82 -2.21
H 3.54 -4.38 -0.02
H 2.04 -4.98 1.87
H -0.41 -5.04 1.50
H -1.34 -4.53 -0.69
```

***

Record 2
Molecular formula: C35H47MnO6
Method: DFT, wB97M-V/def2-TZVPD

Calculated values
Net charge   -1
Molar mass   618.7 g mol⁻¹
HOMO (alpha / beta)   -2.8 / -3.0 eV
Spin multiplicity   4
<S²>   3.80

```
89
C35H47MnO6 (wB97M-V/def2-TZVPD)
C 5.53 2.04 0.02
C 4.13 2.16 0.66
C 5.66 0.59 -0.52
C 4.57 -0.19 0.16
H 6.64 0.24 -0.22
H 5.59 0.61 -1.60
C 3.89 0.75 1.21
H 3.43 2.38 -0.16
H 4.08 2.97 1.40
C 2.43 0.32 1.24
H 4.37 0.68 2.19
H 5.00 -1.04 0.70
C 3.33 -0.73 -0.66
C 5.79 3.13 -1.01
C 6.64 2.36 1.03
O 7.70 1.76 1.11
O 4.92 3.78 -1.58
O 7.10 3.32 -1.25
O 6.39 3.42 1.81
C 7.56 3.85 2.52
H 7.30 4.80 3.00
H 8.37 3.98 1.80
H 7.86 3.09 3.25
C 7.36 4.45 -2.09
H 6.84 4.32 -3.06
H 8.44 4.48 -2.22
H 6.98 5.36 -1.60
O 2.06 -0.19 -0.03
H 1.75 1.14 1.44
H 2.27 -0.49 1.97
C 3.33 -2.25 -0.50
C 3.28 -0.33 -2.13
H 4.19 -0.68 -2.66
H 3.18 0.75 -2.27
H 2.42 -0.81 -2.62
H 2.43 -2.71 -0.92
H 3.37 -2.52 0.57
H 4.22 -2.68 -1.00
Mn -1.21 0.39 0.67
C -2.40 -0.83 2.08
C -1.02 -1.02 2.39
C -0.45 0.27 2.68
H -0.49 -1.97 2.46
C -1.48 1.26 2.55
C -2.69 0.57 2.14
H -3.69 1.00 2.06
H -3.13 -1.63 1.94
H 0.53 0.42 3.13
H -1.36 2.33 2.79
C -1.52 0.67 -1.51
C -2.62 1.22 -0.78
C -2.10 2.21 0.12
H -3.67 1.04 -0.95
C -0.67 2.29 -0.06
C -0.32 1.33 -1.08
H 0.66 1.25 -1.55
H -1.58 -0.08 -2.31
H -2.69 2.87 0.76
H 0.00 3.03 0.36
C -2.96 -5.03 -0.72
C -3.40 -3.84 -1.57
C -3.45 -4.17 -3.06
C -4.74 -3.27 -1.09
C -5.92 -3.97 -1.19
C -7.12 -3.44 -0.71
C -7.15 -2.16 -0.16
C -6.00 -1.41 -0.03
C -6.02 -0.03 0.61
C -6.94 0.91 -0.18
C -6.48 -0.08 2.07
C -4.74 -1.94 -0.55
O -3.65 -1.28 -0.53
H -3.67 -5.86 -0.83
H -2.92 -4.74 0.33
H -1.96 -5.38 -1.03
H -2.68 -3.03 -1.42
H -4.17 -4.97 -3.24
H -3.76 -3.28 -3.62
H -2.47 -4.49 -3.42
H -5.90 -4.95 -1.67
H -8.03 -4.04 -0.78
H -8.10 -1.74 0.18
H -4.99 0.34 0.56
H -7.97 0.55 -0.12
H -6.88 1.93 0.21
H -6.65 0.92 -1.24
H -5.83 -0.73 2.67
H -6.45 0.92 2.51
H -7.50 -0.46 2.14
```

***

> Look up the net charge of the first one.

-1